Formula: C8H6O2S2
Source: the OMol25 dataset
Level of theory: ωB97M-V with the def2-TZVPD basis set

Last column: Löwdin charge in e.
Positions of all 18 atoms, in Å:
C (-2.5354, 1.1575, -0.7683)  -0.12
C (-2.7093, -0.1728, -0.6695)  -0.12
C (-1.3635, 1.7374, -0.4055)  -0.02
C (-1.6646, -0.9985, -0.2119)  -0.11
C (-0.3125, 0.9252, 0.0353)  -0.23
C (-0.4828, -0.4268, 0.0624)  0.00
C (0.9280, 1.6032, 0.5298)  -0.71
C (3.5082, -1.8928, 0.9747)  -0.25
O (0.7850, 2.7413, 0.8711)  0.03
O (2.2703, -1.4024, -1.3867)  -0.48
S (2.5539, 0.8581, 0.5282)  0.79
S (2.2391, -1.1556, 0.0320)  0.53
H (-3.4578, 1.7193, -1.1575)  0.14
H (-3.7885, -0.6975, -0.8328)  0.16
H (-1.3302, 2.7904, -0.1102)  0.13
H (-1.9528, -2.1629, -0.2243)  0.15
H (3.7465, -2.9021, 0.5829)  0.02
H (3.5664, -1.7211, 2.1503)  0.08

Cartesian forces (eV/Å) of the 6 atoms listed first:
C -3.0 1.7 -1.5
C -2.3 -3.6 0.3
C 0.8 0.9 1.7
C -2.4 -3.6 -1.0
C 0.9 -0.1 -0.1
C 0.7 -0.1 0.1

Properties
ΔE to the lowest compared entry with this formula, charge and spin = 321.9 kJ/mol
total charge = 0
electronic energy = -34152.5737 eV
E_HOMO (spin up / spin down) = -9.024 / -8.769 eV
spin multiplicity = 1
E_LUMO (spin up / spin down) = -1.393 / -0.903 eV